No. 1
70
Properties=species:S:1:pos:R:3:lowdin_charge:R:1 method="wB97M-V/def2-TZVPD" multiplicity=1 e_lumo_ev=2.46 total_charge=-1 e_tot_ev=-33375.307 homo_lumo_gap_ev=6.64
C 0.35 -4.25 -0.72 -0.12
O 1.60 -4.95 -0.92 -0.24
C 2.25 -4.44 -2.11 -0.25
C 2.80 -2.96 -1.83 -0.18
C 3.83 -2.61 -3.02 -0.21
C 4.60 -1.23 -2.63 -0.22
C 4.75 -0.28 -3.91 -0.18
B 3.96 1.13 -3.81 -0.05
C 2.66 1.44 -2.91 -0.57
O 1.64 1.98 -3.50 -0.13
O 2.55 1.21 -1.55 -0.21
H -0.38 -5.00 -0.25 0.09
H 0.47 -3.33 -0.05 0.10
H -0.07 -3.89 -1.73 0.10
H 3.14 -5.12 -2.36 0.12
H 1.56 -4.42 -3.02 0.12
H 2.00 -2.15 -1.84 0.12
H 3.41 -2.97 -0.85 0.13
H 3.36 -2.58 -4.05 0.11
H 4.62 -3.46 -3.00 0.10
H 5.66 -1.56 -2.32 0.10
H 4.15 -0.73 -1.71 0.09
H 4.52 -0.86 -4.89 0.10
H 5.87 -0.02 -4.00 0.09
H 4.36 2.02 -4.51 0.05
C -2.80 -6.19 3.45 -0.08
C -1.48 -5.78 2.84 -0.28
O -1.52 -4.51 2.20 -0.17
C -1.85 -3.40 3.02 -0.28
C -0.86 -3.16 4.15 -0.07
H -3.60 -6.14 2.71 0.08
H -2.74 -7.22 3.83 0.07
H -3.09 -5.55 4.28 0.06
H -1.20 -6.50 2.07 0.12
H -0.68 -5.80 3.59 0.11
H -2.87 -3.49 3.41 0.11
H -1.85 -2.52 2.37 0.11
H -0.88 -3.97 4.88 0.07
H -1.09 -2.23 4.68 0.07
H 0.16 -3.10 3.76 0.09
C -0.23 4.54 -4.18 -0.08
C 0.17 6.01 -4.18 -0.28
O -0.93 6.90 -4.04 -0.18
C -1.68 6.79 -2.85 -0.29
C -0.87 7.07 -1.59 -0.09
H -1.00 4.35 -4.92 0.08
H 0.63 3.91 -4.39 0.06
H -0.63 4.24 -3.21 0.07
H 0.64 6.24 -5.14 0.11
H 0.92 6.21 -3.41 0.11
H -2.17 5.81 -2.80 0.11
H -2.48 7.53 -2.92 0.11
H -0.11 6.30 -1.43 0.07
H -1.53 7.08 -0.71 0.07
H -0.36 8.03 -1.67 0.08
C -2.01 1.20 2.15 -0.07
C -2.65 0.62 3.40 -0.28
O -2.00 1.00 4.60 -0.17
C -1.96 2.38 4.89 -0.28
C -3.34 3.00 5.06 -0.09
H -0.94 0.98 2.13 0.09
H -2.47 0.80 1.25 0.08
H -2.11 2.29 2.12 0.07
H -2.59 -0.47 3.34 0.09
H -3.72 0.87 3.45 0.11
H -1.38 2.92 4.14 0.11
H -1.42 2.49 5.84 0.12
H -3.90 3.00 4.12 0.07
H -3.26 4.04 5.39 0.07
H -3.93 2.44 5.79 0.08

No. 2
74
Properties=species:S:1:pos:R:3:lowdin_charge:R:1 method="wB97M-V/def2-TZVPD" multiplicity=1 e_lumo_ev=0.42 smiles="CP(C)B(O)CCCCOC=O.COCCOCCOC.COCCOCCOC" e_tot_ev=-48805.950 homo_lumo_gap_ev=8.46
C 4.23 -2.52 -0.98 -0.31
P 3.47 -0.85 -1.03 0.94
C 2.70 -0.61 -2.71 -0.29
B 1.99 -0.78 0.17 -0.67
O 1.87 -1.73 1.15 0.09
C 0.96 0.42 0.03 -0.15
C -0.51 -0.01 -0.04 -0.20
C -0.91 -0.60 -1.40 -0.15
C -1.13 -2.11 -1.39 -0.16
O -2.56 -2.37 -1.58 -0.05
C -3.00 -3.31 -0.70 -0.30
O -3.83 -3.07 0.16 0.08
H 5.27 -2.48 -1.26 0.02
H 3.74 -3.19 -1.69 0.03
H 4.13 -2.92 0.02 0.03
H 1.81 -1.23 -2.78 0.01
H 3.41 -0.89 -3.47 0.03
H 2.42 0.42 -2.83 0.03
H 1.01 -1.65 1.58 0.09
H 1.21 1.06 -0.80 0.09
H 1.08 1.03 0.93 0.11
H -0.77 -0.72 0.73 0.10
H -1.11 0.88 0.11 0.11
H -0.23 -0.32 -2.20 0.10
H -1.87 -0.18 -1.67 0.12
H -0.60 -2.62 -2.18 0.12
H -0.83 -2.51 -0.42 0.11
H -2.59 -4.32 -0.86 0.15
C 5.03 2.66 -0.27 -0.13
O 5.86 2.93 -1.39 -0.20
C 5.70 4.23 -1.91 -0.20
C 7.02 4.81 -2.38 -0.18
O 7.91 5.18 -1.34 -0.12
C 8.55 4.16 -0.59 -0.18
C 9.61 3.39 -1.34 -0.20
O 9.04 2.49 -2.29 -0.20
C 9.77 2.39 -3.48 -0.12
H 3.99 2.52 -0.58 0.07
H 5.38 1.73 0.19 0.07
H 5.10 3.46 0.47 0.09
H 5.26 4.90 -1.16 0.12
H 5.02 4.18 -2.77 0.13
H 6.79 5.74 -2.90 0.13
H 7.50 4.15 -3.10 0.12
H 7.82 3.49 -0.13 0.12
H 9.06 4.69 0.22 0.13
H 10.18 2.80 -0.62 0.13
H 10.29 4.09 -1.84 0.12
H 10.03 3.38 -3.89 0.09
H 9.14 1.87 -4.21 0.09
H 10.69 1.81 -3.34 0.09
C -6.05 -1.43 0.92 -0.12
O -7.09 -1.05 1.81 -0.19
C -8.29 -0.67 1.16 -0.21
C -9.51 -1.13 1.92 -0.18
O -9.76 -2.53 1.86 -0.12
C -8.90 -3.40 2.58 -0.18
C -9.05 -3.35 4.08 -0.20
O -8.48 -2.17 4.63 -0.20
C -9.21 -1.64 5.71 -0.12
H -5.63 -0.55 0.42 0.09
H -5.28 -1.90 1.51 0.07
H -6.41 -2.14 0.18 0.09
H -8.32 -1.08 0.14 0.12
H -8.32 0.43 1.09 0.13
H -10.38 -0.68 1.44 0.13
H -9.49 -0.77 2.95 0.12
H -7.86 -3.27 2.28 0.12
H -9.20 -4.40 2.26 0.13
H -8.51 -4.21 4.51 0.13
H -10.11 -3.44 4.34 0.12
H -10.28 -1.57 5.47 0.09
H -8.84 -0.64 5.90 0.09
H -9.08 -2.25 6.61 0.09

No. 3
68
Properties=species:S:1:pos:R:3:lowdin_charge:R:1 method="wB97M-V/def2-TZVPD" multiplicity=1 e_above_lowest_kj_mol=548.5 e_lumo_ev="2.62 / 2.12" total_charge=-1 e_tot_ev=-58173.690 homo_lumo_gap_ev="3.32 / 1.63"
In -0.61 0.34 -0.99 0.02
P 3.10 -2.50 0.17 1.10
C 2.61 -4.15 -0.42 -0.52
C 4.55 -1.92 -0.76 -0.54
C 3.49 -2.65 1.94 -0.51
C 1.55 -4.10 -1.53 -0.12
H 2.16 -4.63 0.47 0.10
C 3.84 -4.97 -0.85 -0.17
H 4.25 -4.60 -1.80 0.07
H 3.54 -6.02 -1.01 0.07
H 4.64 -4.98 -0.09 0.04
H 0.78 -3.35 -1.32 0.04
H 1.07 -5.09 -1.59 0.08
H 2.00 -3.90 -2.51 0.07
H 2.66 -3.27 2.33 0.11
C 3.49 -1.31 2.69 -0.10
C 4.81 -3.43 2.10 -0.16
H 4.68 -4.50 1.89 0.05
H 5.16 -3.33 3.14 0.07
H 5.61 -3.03 1.45 0.06
H 2.56 -0.76 2.53 0.08
H 4.33 -0.67 2.39 0.06
H 3.60 -1.53 3.77 0.08
C 4.20 -1.70 -2.24 -0.10
H 5.28 -2.74 -0.72 0.09
C 5.22 -0.68 -0.13 -0.11
H 3.85 -2.61 -2.74 0.06
H 5.12 -1.38 -2.76 0.08
H 3.45 -0.90 -2.33 0.08
H 4.49 0.14 -0.06 0.06
H 6.05 -0.37 -0.79 0.08
H 5.66 -0.89 0.85 0.06
Cl 1.57 1.16 -0.40 -0.20
H -0.75 -1.16 -1.84 -0.17
H 2.07 -1.56 -0.01 0.01
P -3.05 2.10 0.10 0.87
C -4.04 1.89 1.66 -0.46
C -3.18 3.91 -0.31 -0.47
C -4.11 1.26 -1.15 -0.48
C -3.16 1.86 2.91 -0.14
H -4.48 0.89 1.51 0.11
C -5.18 2.91 1.84 -0.12
H -4.78 3.93 1.97 0.06
H -5.71 2.66 2.77 0.07
H -5.93 2.89 1.04 0.05
H -2.45 1.03 2.91 0.06
H -3.80 1.77 3.79 0.06
H -2.61 2.80 3.04 0.06
H -4.34 0.29 -0.66 0.11
C -3.46 0.95 -2.51 -0.17
C -5.44 1.99 -1.40 -0.12
H -6.11 1.95 -0.53 0.05
H -5.98 1.49 -2.21 0.07
H -5.29 3.03 -1.71 0.06
H -2.63 0.22 -2.47 -0.04
H -3.12 1.86 -3.01 0.05
H -4.23 0.50 -3.16 0.06
C -2.49 4.83 0.72 -0.13
H -4.25 4.14 -0.26 0.09
C -2.71 4.20 -1.74 -0.12
H -2.96 4.81 1.72 0.05
H -2.58 5.86 0.36 0.07
H -1.41 4.57 0.81 0.06
H -1.79 3.65 -1.99 0.07
H -2.50 5.28 -1.83 0.07
H -3.50 3.97 -2.48 0.06
N -1.23 2.34 0.93 -0.13
C -1.61 1.21 0.52 -0.74

No. 4
68
Properties=species:S:1:pos:R:3:lowdin_charge:R:1 method="wB97M-V/def2-TZVPD" multiplicity=1 e_lumo_ev=2.50 total_charge=-1 e_tot_ev=-73706.568 homo_lumo_gap_ev=5.28
Sc -0.48 -0.16 -0.70 0.04
Cl -0.33 -2.05 -2.12 -0.14
P -2.21 1.68 -1.53 0.97
C -3.57 0.61 -2.11 -0.54
C -2.82 2.99 -0.49 -0.55
C -1.34 2.14 -3.05 -0.56
C -3.74 -0.58 -1.15 -0.16
H -3.18 0.25 -3.09 0.11
C -4.92 1.30 -2.38 -0.12
H -5.35 1.75 -1.47 0.07
H -5.60 0.49 -2.72 0.08
H -4.85 2.06 -3.17 0.06
H -2.90 -1.28 -1.19 0.00
H -4.63 -1.15 -1.43 0.07
H -3.88 -0.26 -0.11 0.06
H -1.13 1.17 -3.54 0.11
C 0.00 2.82 -2.72 -0.13
C -2.20 2.94 -4.05 -0.12
H -2.95 2.30 -4.54 0.07
H -1.50 3.32 -4.82 0.08
H -2.72 3.80 -3.58 0.08
H 0.35 2.65 -1.70 0.04
H -0.06 3.89 -2.88 0.07
H 0.76 2.40 -3.37 0.08
C -3.35 2.48 0.85 -0.10
H -3.63 3.35 -1.13 0.09
C -1.78 4.07 -0.23 -0.11
H -4.18 1.79 0.74 0.06
H -3.71 3.32 1.44 0.08
H -2.58 1.97 1.45 0.07
H -0.92 3.72 0.36 0.06
H -2.24 4.88 0.35 0.08
H -1.40 4.52 -1.14 0.06
H -1.37 -0.79 0.66 -0.08
H 1.16 0.42 -0.72 -0.09
P 2.49 -2.29 1.43 1.00
C 3.41 -2.71 -0.05 -0.57
C 3.13 -1.07 2.59 -0.57
C 1.18 -3.47 1.72 -0.57
C 3.43 -1.56 -1.09 -0.15
H 2.80 -3.54 -0.47 0.11
C 4.83 -3.19 0.34 -0.15
H 5.40 -2.40 0.84 0.07
H 5.32 -3.50 -0.60 0.06
H 4.78 -4.05 1.04 0.06
H 2.46 -1.46 -1.61 0.01
H 4.20 -1.86 -1.83 0.06
H 3.70 -0.58 -0.66 0.05
H 0.83 -3.71 0.70 0.09
C -0.01 -2.87 2.51 -0.14
C 1.85 -4.69 2.38 -0.16
H 2.49 -5.23 1.65 0.06
H 1.04 -5.35 2.75 0.06
H 2.53 -4.42 3.21 0.07
H -0.03 -1.77 2.52 0.03
H 0.00 -3.27 3.52 0.06
H -0.92 -3.18 1.99 0.06
C 3.68 0.24 1.98 -0.12
H 3.97 -1.74 2.93 0.08
C 2.19 -0.74 3.78 -0.12
H 4.44 0.04 1.21 0.05
H 4.17 0.76 2.82 0.07
H 2.91 0.91 1.55 0.06
H 1.36 -0.04 3.52 0.07
H 2.84 -0.26 4.53 0.07
H 1.76 -1.66 4.22 0.06
N 0.20 1.96 1.90 -0.07
C 0.06 1.08 1.12 -0.46

No. 5
74
Properties=species:S:1:pos:R:3:lowdin_charge:R:1 method="wB97M-V/def2-TZVPD" multiplicity=1 e_above_lowest_kj_mol=31.8 e_lumo_ev=0.47 smiles="CC(C)=N[C@@H](O)OCCOCI.COCCNCCOC.COCCNCCOC" e_tot_ev=-47314.254 homo_lumo_gap_ev=8.63
C 3.43 -0.32 1.05 -0.02
C 2.34 -1.19 0.47 -0.38
C 2.81 -2.54 0.03 -0.01
N 1.14 -0.81 0.35 0.13
C 0.87 0.18 -0.67 -0.47
O 0.78 -0.43 -1.95 0.02
O -0.26 0.94 -0.43 -0.04
C -1.30 0.27 0.27 -0.19
C -1.89 -0.93 -0.47 -0.16
O -2.61 -1.73 0.49 -0.22
C -3.97 -1.66 0.40 -0.66
I -4.85 0.02 1.47 0.72
H 3.03 0.53 1.58 0.08
H 4.13 0.00 0.27 0.08
H 4.01 -0.94 1.74 0.09
H 3.89 -2.62 0.13 0.04
H 2.32 -3.32 0.61 0.10
H 2.57 -2.70 -1.02 0.09
H 1.71 0.89 -0.72 0.15
H 1.69 -0.50 -2.27 0.09
H -1.03 0.02 1.29 0.12
H -2.10 1.00 0.37 0.08
H -1.13 -1.54 -0.93 0.11
H -2.60 -0.53 -1.19 0.12
H -4.37 -2.54 0.89 0.05
H -4.34 -1.68 -0.62 0.06
C -11.17 2.92 -0.61 -0.12
O -10.40 3.73 0.25 -0.20
C -9.39 3.02 0.97 -0.22
C -8.01 3.44 0.51 -0.22
N -7.73 2.95 -0.84 -0.05
C -6.52 3.50 -1.44 -0.20
C -6.48 5.00 -1.71 -0.23
O -7.38 5.44 -2.72 -0.18
C -8.69 5.73 -2.27 -0.10
H -11.98 3.53 -1.00 0.09
H -10.58 2.55 -1.45 0.08
H -11.60 2.07 -0.07 0.09
H -9.53 1.94 0.88 0.12
H -9.50 3.29 2.02 0.12
H -7.26 3.02 1.19 0.11
H -7.96 4.53 0.57 0.11
H -8.52 3.18 -1.44 0.07
H -6.38 2.99 -2.39 0.12
H -5.67 3.23 -0.81 0.11
H -5.48 5.23 -2.09 0.12
H -6.60 5.60 -0.80 0.11
H -8.70 6.11 -1.24 0.09
H -9.34 4.85 -2.34 0.07
H -9.10 6.50 -2.93 0.09
C 9.64 -0.64 1.68 -0.12
O 9.99 -1.60 0.71 -0.20
C 10.45 -2.83 1.26 -0.22
C 9.48 -3.95 0.98 -0.21
N 8.25 -3.78 1.74 -0.05
C 7.17 -4.69 1.35 -0.20
C 6.59 -4.54 -0.05 -0.21
O 5.89 -3.33 -0.26 -0.22
C 6.69 -2.23 -0.66 -0.09
H 9.42 0.29 1.16 0.09
H 8.74 -0.93 2.23 0.08
H 10.46 -0.46 2.38 0.09
H 10.65 -2.74 2.33 0.12
H 11.40 -3.06 0.77 0.12
H 9.94 -4.91 1.24 0.12
H 9.28 -3.95 -0.11 0.11
H 7.92 -2.83 1.64 0.07
H 6.35 -4.53 2.07 0.12
H 7.51 -5.72 1.49 0.12
H 5.85 -5.33 -0.17 0.12
H 7.34 -4.70 -0.83 0.11
H 7.55 -2.54 -1.26 0.09
H 7.03 -1.65 0.20 0.07
H 6.07 -1.57 -1.27 0.09

No. 6
78
Properties=species:S:1:pos:R:3:lowdin_charge:R:1 method="wB97M-V/def2-TZVPD" multiplicity=3 e_lumo_ev="2.03 / 1.79" total_charge=-1 e_tot_ev=-128826.943 s_squared=2.008 homo_lumo_gap_ev="6.95 / 6.71"
C 1.70 5.44 -3.40 -0.27
Ga 0.58 6.12 -1.87 0.08
P 1.74 6.25 0.22 0.54
P 2.12 4.28 0.93 0.09
O 0.93 3.54 1.27 -0.33
O 3.04 3.45 -0.11 -0.21
O 3.12 4.41 2.19 -0.21
P -0.03 8.40 -2.28 0.00
O -0.04 9.28 -0.91 -0.31
O 1.20 9.12 -3.07 -0.30
S -1.67 8.54 -3.29 0.11
H 2.64 5.01 -3.08 -0.03
H 1.17 4.71 -3.98 -0.03
H 1.94 6.26 -4.07 -0.03
H -0.75 5.27 -1.75 -0.08
H 3.03 6.71 -0.12 -0.16
H 3.28 2.63 0.36 0.07
H 4.01 4.47 1.82 0.07
H -0.17 8.68 -0.16 0.02
H 2.01 8.67 -2.78 0.04
C -2.22 2.11 3.10 -0.02
C -1.19 0.95 3.11 -0.48
C -0.78 0.60 1.69 -0.13
C -1.84 -0.19 0.91 -0.17
C -2.31 -1.40 1.71 -0.14
C -2.80 -1.04 3.11 -0.50
N -1.75 -0.25 3.82 -0.10
O -0.83 -1.01 4.26 -0.03
C -4.13 -0.28 3.02 -0.04
C -3.09 -2.31 3.90 -0.05
C 0.02 1.47 3.85 -0.05
H -2.92 2.02 3.93 0.08
H -1.72 3.06 3.20 0.09
H -2.80 2.16 2.17 0.07
H 0.14 0.00 1.73 0.12
H -0.52 1.51 1.16 0.11
H -2.68 0.46 0.65 0.11
H -1.41 -0.52 -0.04 0.09
H -3.12 -1.91 1.17 0.12
H -1.49 -2.12 1.78 0.12
H -4.44 0.07 4.01 0.09
H -4.90 -0.95 2.64 0.08
H -4.10 0.58 2.35 0.06
H -2.23 -2.97 3.94 0.08
H -3.91 -2.85 3.42 0.08
H -3.39 -2.07 4.92 0.09
H -0.21 1.71 4.89 0.09
H 0.36 2.38 3.35 0.06
H 0.85 0.77 3.83 0.08
C 0.97 -4.59 0.11 -0.03
C 1.55 -3.60 -0.93 -0.48
C 0.48 -2.59 -1.34 -0.13
C -0.58 -3.15 -2.28 -0.17
C 0.07 -3.84 -3.48 -0.13
C 1.08 -4.91 -3.07 -0.50
N 2.07 -4.34 -2.12 -0.10
O 2.95 -3.64 -2.74 -0.02
C 0.35 -6.12 -2.46 -0.04
C 1.80 -5.44 -4.30 -0.05
C 2.69 -2.87 -0.23 -0.04
H 1.42 -5.58 0.02 0.08
H 1.17 -4.25 1.13 0.08
H -0.11 -4.71 0.04 0.07
H 0.97 -1.74 -1.83 0.13
H 0.01 -2.19 -0.44 0.10
H -1.24 -3.84 -1.75 0.10
H -1.22 -2.34 -2.63 0.11
H -0.70 -4.30 -4.11 0.12
H 0.56 -3.09 -4.10 0.13
H 1.06 -6.85 -2.08 0.09
H -0.25 -6.60 -3.24 0.09
H -0.34 -5.86 -1.66 0.06
H 2.28 -4.64 -4.86 0.08
H 1.08 -5.92 -4.96 0.09
H 2.56 -6.17 -4.02 0.09
H 3.49 -3.56 0.04 0.09
H 2.30 -2.41 0.67 0.09
H 3.11 -2.08 -0.85 0.08